C22H25N2O7 | ωB97M-V with the def2-TZVPD basis set

## Properties
Orbital gap in eV: 7.59
Total charge: -1
2S+1: 1
Molecular weight in g mol⁻¹: 429.45

The geometry in XYZ format:
```
56
Properties=species:S:1:pos:R:3:forces:R:3:lowdin_charge:R:1
O 3.711969 3.838953 0.855773 0.28 0.44 -0.37 0.02
O -0.192200 3.061551 0.783855 0.40 0.48 -0.42 -0.06
O 4.033386 1.857331 -3.168164 -0.49 0.05 0.10 0.02
O -0.938275 1.054765 0.258276 -0.32 -1.07 -0.35 -0.08
O 1.784281 -3.655270 4.814610 0.26 -0.14 0.27 0.03
O -4.894533 0.615490 -2.474624 0.01 0.12 -0.08 0.05
O -6.544288 -3.854958 -2.832919 -0.22 -0.22 -0.14 0.04
C 3.062119 2.834814 1.119533 0.06 0.39 0.66 -0.54
C -0.397252 2.142442 -0.037036 -0.03 0.27 0.89 -0.75
C 3.902696 2.316998 -2.033985 0.48 -0.65 -0.48 -0.46
C -1.983488 -2.142441 0.900936 -1.72 -1.42 -1.04 -0.01
C -2.941882 -2.932779 0.295488 1.65 1.58 0.98 -0.03
C 0.092640 -4.281847 3.252795 -0.25 0.00 -0.22 -0.02
C 0.726558 -1.966418 3.486723 -0.56 -0.12 -0.52 -0.02
C -5.732133 -1.613714 -2.666307 -0.07 0.23 -0.11 0.03
C -0.850112 -3.932519 2.280033 0.65 0.40 0.57 -0.02
C -0.211757 -1.611715 2.512537 0.28 -0.34 0.36 -0.01
C -3.948377 -1.104050 -1.127062 0.00 -0.25 0.09 0.03
C -4.779774 -3.359782 -1.301698 -0.17 -0.18 -0.11 0.01
C 0.876114 -3.302880 3.859415 -0.22 0.72 -0.32 -0.34
C -4.861272 -0.692299 -2.093055 0.59 -0.45 0.63 -0.31
C -5.692470 -2.949962 -2.271418 0.43 0.90 0.19 -0.32
C -1.014597 -2.588490 1.905219 0.00 -0.08 -0.01 -0.22
C -3.891984 -2.447079 -0.714754 -0.33 0.23 -0.39 -0.21
N 4.889076 3.020910 -1.472044 0.30 0.60 0.89 0.03
N 2.644625 1.934186 0.228927 0.25 -0.83 -0.62 0.13
C 2.725655 2.526067 2.557764 -0.27 0.04 -0.11 0.00
C 6.161126 3.333906 -2.117353 -0.76 -0.40 -0.17 -0.06
C 0.044226 2.335082 -1.497368 0.59 0.06 -0.05 -0.12
C 1.448764 2.943060 -1.686607 -0.24 0.17 -0.26 -0.14
C 2.600586 2.015447 -1.248734 -0.42 0.55 0.18 -0.17
H 2.234308 -2.858821 5.135230 -0.22 -0.28 -0.18 0.10
H -4.185002 1.094654 -2.010309 -0.33 -0.28 -0.19 0.12
H -7.110994 -3.399031 -3.473128 0.26 -0.13 0.26 0.10
H -1.921576 -1.094490 0.636893 0.12 0.14 -0.02 0.08
H -3.012627 -3.977757 0.569573 -0.09 -0.08 -0.07 0.09
H 0.222304 -5.318232 3.543372 0.02 0.06 0.01 0.11
H 1.328586 -1.188412 3.942044 0.07 -0.04 0.08 0.11
H -6.428662 -1.266029 -3.418772 -0.09 -0.05 -0.07 0.12
H -1.441078 -4.718834 1.825106 0.03 0.10 0.00 0.10
H -0.324087 -0.566440 2.225823 -0.05 -0.16 -0.08 0.11
H -3.281968 -0.357742 -0.707309 0.09 -0.07 0.06 0.11
H -4.765568 -4.403978 -1.011313 0.02 0.03 0.01 0.11
H 4.703637 3.403795 -0.550809 -0.12 0.19 0.05 0.08
H 2.055012 1.217912 0.625553 -0.11 -0.01 -0.20 0.14
H 3.125653 1.551414 2.823858 -0.01 -0.15 0.15 0.07
H 3.150540 3.298301 3.195301 0.04 -0.08 -0.08 0.08
H 1.640309 2.525099 2.663040 -0.10 -0.07 0.01 0.08
H 6.742954 2.418869 -2.234448 0.13 0.06 -0.12 0.08
H 6.719370 4.049317 -1.513354 -0.17 -0.09 0.06 0.08
H 5.973928 3.761200 -3.104226 0.12 -0.05 0.00 0.08
H -0.675455 2.993781 -1.988999 -0.04 0.06 0.06 0.11
H 0.013000 1.377147 -2.022828 -0.12 -0.04 0.08 0.10
H 1.563602 3.142368 -2.752993 0.17 0.00 -0.09 0.11
H 1.519852 3.901299 -1.170119 0.03 -0.05 0.14 0.12
H 2.324538 1.019810 -1.595946 0.18 -0.09 0.10 0.15
```
Positions in Å, forces in eV/Å.

---

C10H21BO | ωB97M-V with the def2-TZVPD basis set

## Properties
Orbital gap in eV: 9.36
Relative energy (zero: lowest compared OMol25 entry of this formula, charge and spin) in kJ/mol: 151.1
2S+1: 1
Molecular weight in g mol⁻¹: 168.09

The geometry in XYZ format:
```
33
Properties=species:S:1:pos:R:3:forces:R:3:lowdin_charge:R:1
C 2.536430 -0.967061 -2.705871 0.88 -1.07 -1.13 0.02
C 2.153395 0.298950 -2.917527 1.67 0.66 0.20 -0.08
B 1.412801 1.131644 -1.839472 -2.38 -2.37 2.28 -0.11
C 1.259336 2.704034 -1.668895 -1.44 -0.79 0.21 -0.02
O 0.536166 -0.014786 -0.756656 3.15 3.33 -3.08 -0.11
C -0.150470 0.350387 0.406606 -0.10 -1.89 1.17 -0.55
C -1.194398 1.342327 0.149941 -0.68 3.78 0.66 -0.06
C 0.772545 0.739898 1.617001 -1.00 0.58 -2.05 0.01
C -0.895865 -1.061869 0.790364 0.22 0.08 1.70 -0.52
C -1.702794 -1.529990 -0.351201 -1.63 0.33 -0.75 -0.07
C -1.827489 -0.917900 2.060350 0.91 1.38 -1.54 -0.02
C 0.140037 -2.104449 1.127101 -0.01 1.47 -1.92 -0.04
H 3.243308 -1.539831 -3.345041 -0.27 1.07 -0.13 0.07
H 2.272747 -1.680067 -1.956276 -1.01 0.41 0.96 0.05
H 2.791964 0.842000 -3.690617 -1.32 -0.62 0.73 0.11
H 0.158434 2.913555 -1.550091 1.16 -0.19 0.34 0.06
H 1.471545 3.283859 -2.543086 0.72 0.03 -0.79 0.04
H 1.831510 3.137007 -0.844951 -0.27 -0.15 0.15 0.07
H -1.886404 1.475327 1.000713 0.19 -0.18 -0.45 0.10
H -1.717495 1.209132 -0.736590 -1.46 -1.41 -1.48 0.06
H -0.914666 2.405409 -0.155957 0.61 -1.11 1.34 0.09
H 1.684625 0.252256 1.410891 1.56 0.14 -0.26 0.07
H 0.802336 1.822347 1.792897 0.38 -0.32 -0.19 0.10
H 0.437135 0.252201 2.474954 -0.74 -0.42 1.65 0.04
H -2.511408 -0.787310 -0.421826 -0.02 -0.32 -0.66 0.08
H -1.115915 -1.544017 -1.258003 -0.02 -0.08 -0.34 0.09
H -2.218354 -2.495178 -0.213462 0.46 0.17 0.21 0.10
H -1.752310 -1.616828 2.869461 0.32 -0.79 0.04 0.07
H -1.425208 0.019638 2.415291 -0.92 0.41 0.91 0.05
H -2.859248 -0.840859 1.731018 -0.16 0.27 0.27 0.08
H -0.421705 -2.959761 1.347528 -0.10 -1.55 0.83 0.08
H 0.721880 -2.224519 0.233629 0.44 -0.58 -0.53 0.08
H 0.797309 -1.686014 1.825706 0.85 -0.28 1.68 0.06
```
Positions in Å, forces in eV/Å.

---

C5H6O | ωB97M-V with the def2-TZVPD basis set

## Properties
Orbital gap in eV: 9.37
Relative energy (zero: lowest compared OMol25 entry of this formula, charge and spin) in kJ/mol: 413.6
2S+1: 1
Molecular weight in g mol⁻¹: 82.10

The geometry in XYZ format:
```
12
Properties=species:S:1:pos:R:3:forces:R:3:lowdin_charge:R:1
O -2.587810 -0.006918 -0.602653 0.10 -0.14 0.49 0.05
C -2.125270 -0.230518 0.490540 -0.28 0.03 -0.20 -0.26
C -0.680081 -0.050868 0.842031 -0.26 0.04 0.09 -0.17
C 0.116590 0.425431 -0.322468 -0.30 0.38 0.11 -0.14
C 1.408249 0.306037 -0.230411 -0.78 0.58 0.87 -0.22
C 2.573610 -0.253883 -0.262670 -0.98 0.37 -0.77 0.03
H -2.765924 -0.580524 1.322520 -0.10 -0.01 -0.07 0.12
H -0.284567 -0.988486 1.262381 -0.13 0.11 -0.10 0.13
H -0.609976 0.683293 1.657943 -0.28 -0.17 0.05 0.13
H 1.920535 -0.545499 -1.260326 3.31 -0.98 0.64 0.15
H -0.367129 0.827276 -1.198691 -0.12 0.41 0.17 0.11
H 3.455752 0.216802 0.216068 -0.18 -0.62 -1.27 0.07
```
Positions in Å, forces in eV/Å.

---

C6H19BrMnNO4 | ωB97M-V with the def2-TZVPD basis set

## Properties
Orbital gap (spin up / spin down) in eV: 5.43 / 5.07
Relative energy (zero: lowest compared OMol25 entry of this formula, charge and spin) in kJ/mol: 1079.2
Total charge: +1
2S+1: 6
Molecular weight in g mol⁻¹: 304.06

The geometry in XYZ format:
```
32
Properties=species:S:1:pos:R:3:forces:R:3:lowdin_spin:R:1
Mn -3.057300 0.054276 0.161098 -4.01 2.08 -0.07 4.64
Br -1.185720 -0.778344 0.347318 2.33 4.43 2.47 0.21
C 1.550160 0.626926 0.082688 1.39 0.89 -1.82 0.00
C 0.612210 1.234286 -0.995362 -0.54 1.22 1.01 0.00
C 1.220800 2.396706 -1.826722 -0.10 -1.14 1.34 0.00
O 1.229720 3.549336 -1.009102 0.30 -0.72 0.07 0.00
C 1.797920 4.588646 -1.726952 0.81 1.76 -1.03 0.00
N 0.054250 0.300986 -1.879732 0.15 -1.56 -2.38 0.03
H 1.083590 0.093736 0.911018 0.75 -0.20 -0.34 0.00
H 2.109730 1.484256 0.456828 -0.05 -0.07 0.52 0.00
H 2.297870 0.033366 -0.443362 -0.11 -0.46 0.21 0.00
H -0.242680 1.586406 -0.418072 0.26 1.38 -0.57 0.00
H 0.713990 2.587116 -2.772762 -0.60 -0.04 0.03 0.00
H 2.200880 2.032776 -2.135092 0.57 0.42 0.14 0.00
H 2.757640 4.356906 -2.188842 0.14 -0.59 -0.02 0.00
H 2.036200 5.496606 -1.172952 -0.46 -0.34 0.78 0.00
H 1.153680 4.927766 -2.538152 -0.30 -0.13 -0.20 0.00
H -0.530100 -0.367674 -1.398562 0.75 0.36 -1.64 0.01
H -0.490490 0.789066 -2.576252 -0.08 -0.20 -0.32 0.00
O -0.499380 1.563696 1.582538 -1.23 0.59 1.32 0.03
H -0.153730 0.942526 0.941518 0.17 0.77 0.75 0.00
H -0.005350 2.368696 1.427218 0.19 0.45 0.12 0.00
C -0.922200 -3.503394 1.640498 1.91 -0.13 1.08 0.00
C -1.511930 -4.731924 2.297048 -1.87 -0.90 -1.57 0.00
O -2.940140 -4.656254 2.289658 -0.54 0.63 0.67 0.00
O -1.362160 -3.171804 0.345588 -1.11 -4.12 0.34 0.05
H 0.158230 -3.640874 1.597148 0.33 -0.31 0.00 0.00
H -1.007960 -2.689384 2.360308 -0.60 0.50 -0.03 0.00
H -1.243540 -4.941194 3.332548 0.43 0.55 -0.17 0.00
H -1.350500 -5.637464 1.712208 0.99 -0.02 -0.04 0.00
H -3.251420 -4.664734 1.381568 0.14 -0.07 -0.11 0.00
H -1.222280 -2.231044 0.215138 -0.01 -5.02 -0.57 0.02
```
Positions in Å, forces in eV/Å.

---

C15H19BrRhSi | ωB97M-V with the def2-TZVPD basis set

## Properties
Orbital gap (spin up / spin down) in eV: 4.30 / 6.80
Relative energy (zero: lowest compared OMol25 entry of this formula, charge and spin) in kJ/mol: 0.0
Total charge: -1
2S+1: 5
Molecular weight in g mol⁻¹: 410.21

The geometry in XYZ format:
```
37
Properties=species:S:1:pos:R:3:forces:R:3:lowdin_spin:R:1
C -1.976448 -0.866411 -2.556454 -1.38 0.07 1.61 0.12
C -2.057500 -1.308010 -1.196752 -0.15 0.84 -0.89 0.07
C -2.176117 -0.143096 -0.361338 0.34 0.02 -0.60 0.22
H -2.083022 -2.343779 -0.870546 0.21 0.27 -0.02 0.00
C -2.175551 1.019076 -1.190925 -0.39 -0.83 -0.61 0.06
C -2.103056 0.579220 -2.544663 -0.93 0.01 1.07 0.15
H -2.290374 1.224216 -3.408364 0.32 -0.32 0.47 0.01
H -1.999087 -1.513121 -3.429513 0.16 0.24 0.19 0.01
H -2.205242 -0.143257 0.725771 0.02 -0.02 -0.33 0.01
H -2.255747 2.057743 -0.880233 0.06 -0.32 0.02 0.00
Rh 0.257376 -0.030904 -1.884080 -6.77 -1.42 9.63 1.59
Br 3.033892 -0.827250 0.165487 2.02 -0.58 0.70 0.22
C 1.996137 0.727287 -2.494911 2.50 0.66 -1.85 0.12
C 0.900471 1.385117 -3.150729 1.21 1.62 -1.56 0.10
C 0.141706 0.396399 -3.845795 0.63 0.79 -3.65 0.14
H 0.710458 2.453346 -3.111042 -0.02 -0.23 -0.11 0.01
C 0.731792 -0.884159 -3.614337 1.22 -0.55 -2.13 0.11
C 1.899647 -0.679498 -2.797013 2.39 -0.87 -1.71 0.11
H 2.557600 -1.494267 -2.491919 -0.19 0.53 -0.02 0.01
H 2.761777 1.219201 -1.903342 -0.22 -0.20 -0.11 0.01
H -0.756802 0.599911 -4.428348 0.68 -0.21 0.10 0.01
H 0.341218 -1.847194 -3.905752 0.15 0.07 -0.25 0.01
C -1.145880 0.979435 3.522592 -0.20 -0.02 0.32 0.00
Si 0.393870 0.048999 3.025439 0.40 -0.03 -1.64 0.08
C 1.923433 0.883614 3.728182 -0.24 0.05 0.07 0.02
C 0.399761 -1.709769 3.665342 -0.18 -0.08 0.09 0.01
C 0.500140 0.008222 1.166410 0.32 -0.02 1.62 0.51
C 1.218031 -0.255823 0.144281 -2.13 0.44 -0.80 0.25
H -1.170225 1.071108 4.615256 -0.12 0.15 -0.08 0.00
H -2.052987 0.449247 3.215133 0.10 0.00 0.00 0.00
H -1.182450 1.976327 3.067108 0.11 -0.16 0.13 0.00
H 1.927031 0.694439 4.806207 0.25 0.07 0.03 0.00
H 2.834063 0.494018 3.262634 -0.14 -0.03 0.13 0.00
H 1.889080 1.961375 3.564826 0.04 0.04 0.00 0.00
H -0.536916 -2.222053 3.414663 0.15 0.02 0.09 0.00
H 1.229955 -2.277532 3.222749 -0.17 0.20 0.11 0.00
H 0.519950 -1.682180 4.753971 -0.04 -0.21 -0.02 0.00
```
Positions in Å, forces in eV/Å.